[1]
# C6H9FO2

An isolated molecule of C6H9FO2 (ωB97M-V/def2-TZVPD, the Open Molecules 2025 dataset).

CARTESIAN COORDINATES (ANGSTROEM)
C (-2.071, 0.210, -0.280)
C (-2.893, -0.725, 0.211)
C (-0.697, 0.405, 0.392)
C (0.455, 0.967, -0.458)
C (1.786, 0.812, 0.275)
C (2.050, -0.674, 0.253)
O (2.588, -1.301, 1.085)
O (1.840, -1.189, -1.027)
F (-4.243, -0.756, -0.184)
H (-2.422, -1.572, 0.777)
H (-0.817, 0.860, 1.304)
H (-0.461, -0.642, 0.679)
H (0.411, 0.469, -1.502)
H (0.353, 2.129, -0.668)
H (2.723, 1.193, -0.208)
H (1.708, 1.016, 1.318)
H (-2.458, 0.931, -0.952)
H (2.147, -2.135, -1.014)

## Properties
2S+1: 3
HOMO-LUMO gap (alpha / beta) in eV: 6.3 / 8.4
Energy relative to the best compared isomer or geometry (same formula, charge and spin) in kJ/mol: 0.0

Results of the natural (NBO) charge analysis, in e, for atoms 1 through 4: atom 1 (C): -0.175, atom 2 (C): 0.199, atom 3 (C): -0.459, atom 4 (C): -0.405

[2]
# C6H9I

C6H9I as an isolated structure (ωB97M-V/def2-TZVPD, the Open Molecules 2025 dataset).

CARTESIAN COORDINATES (ANGSTROEM)
C (-0.669, 1.147, -0.925)
C (-0.047, -0.719, 0.690)
C (0.307, 0.166, -0.219)
C (-0.402, 1.874, 0.288)
C (-1.456, -0.672, 1.174)
C (1.678, 0.185, -0.744)
I (0.838, 3.575, 0.367)
H (-0.157, 1.492, -1.881)
H (-1.697, 0.762, -1.086)
H (0.559, -1.472, 1.205)
H (-1.746, 0.344, 1.291)
H (-1.648, -1.452, 2.052)
H (-2.144, -1.244, 0.457)
H (1.820, 1.303, -0.882)
H (1.667, -0.383, -1.629)
H (2.299, -0.112, 0.105)

## Properties
2S+1: 1
HOMO-LUMO gap in eV: 7.3
Energy relative to the best compared isomer or geometry (same formula, charge and spin) in kJ/mol: 335.9

Results of the natural (NBO) charge analysis, in e, for atoms 1 through 4: atom 1 (C): -0.575, atom 2 (C): -0.036, atom 3 (C): -0.030, atom 4 (C): -0.224

[3]
# C6H9I

C6H9I as an isolated structure (ωB97M-V/def2-TZVPD, the Open Molecules 2025 dataset).

CARTESIAN COORDINATES (ANGSTROEM)
C (-0.430, -1.827, 0.305)
C (-0.957, -1.003, 1.310)
C (-0.199, -0.607, -0.627)
C (-0.836, 0.152, 0.455)
C (1.257, -0.274, -0.886)
C (-0.946, 1.611, 0.442)
I (-3.735, -0.168, -0.480)
H (-0.497, -2.857, 0.211)
H (-1.278, -1.043, 2.306)
H (-0.692, -0.614, -1.638)
H (1.791, -1.266, -0.824)
H (1.792, 0.410, -0.145)
H (1.368, 0.300, -1.728)
H (-1.697, 1.909, 1.163)
H (-1.261, 1.852, -0.498)
H (0.003, 2.202, 0.601)

## Properties
2S+1: 1
HOMO-LUMO gap (alpha / beta) in eV: 6.0 / 6.3
Energy relative to the best compared isomer or geometry (same formula, charge and spin) in kJ/mol: 200.6

Results of the natural (NBO) charge analysis, in e, for atoms 1 through 4: atom 1 (C): 0.009, atom 2 (C): -0.266, atom 3 (C): -0.375, atom 4 (C): 0.412

[4]
# C6H9IO2

A 2-piece molecular cluster, C6H9IO2 overall (ωB97M-V/def2-TZVPD, the Open Molecules 2025 dataset).

CARTESIAN COORDINATES (ANGSTROEM)
C (2.290, -0.229, 0.691)
C (1.989, 0.756, -0.403)
C (-1.752, -1.724, -0.471)
C (-2.374, -0.401, -0.037)
C (0.934, 0.370, 0.663)
C (-0.275, -0.370, 0.358)
O (-0.326, -1.566, -0.189)
O (-1.357, 0.326, 0.529)
I (-5.438, 1.141, -0.622)
H (2.539, -1.248, 0.405)
H (2.942, 0.268, 1.386)
H (2.241, 1.792, -0.233)
H (1.940, 0.476, -1.367)
H (-2.164, -2.563, 0.138)
H (-1.880, -2.050, -1.625)
H (-2.779, 0.197, -0.981)
H (-3.312, -0.500, 0.654)
H (0.608, 1.314, 1.237)

## Properties
2S+1: 1
HOMO-LUMO gap in eV: 4.8
Energy relative to the best compared isomer or geometry (same formula, charge and spin) in kJ/mol: 303.2

Results of the natural (NBO) charge analysis, in e, for atoms 1 through 4: atom 1 (C): -0.397, atom 2 (C): -0.324, atom 3 (C): -0.129, atom 4 (C): -0.203

[5]
# C6H9IrNS

C6H9IrNS as an isolated structure (ωB97M-V/def2-TZVPD, the Open Molecules 2025 dataset).

CARTESIAN COORDINATES (ANGSTROEM)
Ir (0.199, 0.946, -0.167)
C (1.268, 2.519, -0.465)
H (1.133, 3.264, 0.340)
H (2.320, 2.196, -0.503)
H (0.960, 2.949, -1.431)
H (-0.060, -0.418, -1.171)
H (0.571, -0.023, -1.581)
S (-2.046, 1.068, -0.044)
C (-1.812, -0.304, 0.943)
C (-2.683, -1.151, 1.644)
C (-2.166, -2.258, 2.321)
C (-0.784, -2.467, 2.339)
C (0.069, -1.577, 1.684)
N (-0.472, -0.537, 0.983)
H (-3.739, -0.922, 1.588)
H (-2.833, -2.952, 2.828)
H (-0.336, -3.307, 2.861)
H (1.156, -1.651, 1.652)

## Properties
2S+1: 6
Net charge: +2
HOMO-LUMO gap (alpha / beta) in eV: 8.6 / 6.8
Energy relative to the best compared isomer or geometry (same formula, charge and spin) in kJ/mol: 3.9

Results of the Löwdin charge analysis, in e, for atoms 1 through 4: atom 1 (Ir): 1.251, atom 2 (C): -0.283, atom 3 (H): 0.063, atom 4 (H): 0.056

[6]
# C6H9MgO2Rb

C6H9MgO2Rb as an isolated structure (ωB97M-V/def2-TZVPD, the Open Molecules 2025 dataset).

CARTESIAN COORDINATES (ANGSTROEM)
C (-0.990, -0.481, 0.184)
H (-0.646, -0.104, 1.156)
H (-0.401, -0.059, -0.627)
C (0.340, -1.776, 0.153)
C (1.544, -0.993, 0.557)
C (2.103, -0.111, -0.308)
O (2.353, 1.190, -0.004)
Rb (6.257, 2.814, -0.428)
H (0.339, -2.052, -0.910)
H (0.031, -2.536, 0.878)
H (1.619, -0.755, 1.624)
H (2.227, -0.365, -1.371)
H (-3.348, 1.671, 0.211)
O (-1.374, 2.045, -0.208)
C (-2.366, 1.185, 0.104)
C (-2.436, -0.303, -0.190)
H (-3.152, -0.832, 0.456)
H (-2.609, -0.503, -1.262)
Mg (0.510, 1.962, -0.017)

## Properties
2S+1: 2
Net charge: +1
HOMO-LUMO gap (alpha / beta) in eV: 3.8 / 5.9

Results of the natural (NBO) charge analysis, in e, for atoms 1 through 4: atom 1 (C): -0.373, atom 2 (H): 0.181, atom 3 (H): 0.140, atom 4 (C): -0.408

[7]
# C6H9N

An isolated molecule of C6H9N (ωB97M-V/def2-TZVPD, the Open Molecules 2025 dataset).

CARTESIAN COORDINATES (ANGSTROEM)
C (2.616, 1.002, 1.676)
C (1.698, 0.310, 0.768)
C (0.954, -0.276, 0.021)
C (0.061, -1.011, -0.900)
C (-1.268, -1.384, -0.335)
C (-2.148, 0.875, -0.381)
N (-2.192, -0.440, -0.177)
H (2.431, 2.081, 1.683)
H (3.657, 0.843, 1.373)
H (2.507, 0.636, 2.702)
H (0.574, -1.918, -1.239)
H (-0.093, -0.385, -1.799)
H (-1.538, -2.395, -0.068)
H (-3.053, 1.441, -0.221)
H (-1.206, 1.345, -0.617)
H (-3.092, -0.785, 0.141)

## Properties
2S+1: 1
HOMO-LUMO gap in eV: 7.7
Energy relative to the best compared isomer or geometry (same formula, charge and spin) in kJ/mol: 375.8

Results of the natural (NBO) charge analysis, in e, for atoms 1 through 4: atom 1 (C): -0.679, atom 2 (C): -0.007, atom 3 (C): -0.028, atom 4 (C): -0.520

[8]
# C6H9N

An isolated molecule of C6H9N (ωB97M-V/def2-TZVPD, the Open Molecules 2025 dataset).

CARTESIAN COORDINATES (ANGSTROEM)
C (-1.373, -0.905, -0.647)
C (-0.234, 0.034, -1.020)
C (1.053, 0.150, -0.250)
C (1.315, -0.663, 0.994)
C (0.085, 1.314, -0.250)
C (-0.717, 1.619, 0.908)
N (-1.414, 1.846, 1.805)
H (-2.345, -0.411, -0.757)
H (-1.363, -1.762, -1.329)
H (-1.327, -1.305, 0.371)
H (-0.168, 0.169, -2.097)
H (1.944, 0.348, -0.845)
H (0.434, -0.707, 1.640)
H (1.592, -1.684, 0.711)
H (2.135, -0.239, 1.584)
H (0.382, 2.195, -0.816)

## Properties
2S+1: 1
HOMO-LUMO gap in eV: 11.2
Structure (SMILES): C[C@@H]1[C@H](C)[C@@H]1C#N
Energy relative to the best compared isomer or geometry (same formula, charge and spin) in kJ/mol: 100.7

Results of the natural (NBO) charge analysis, in e, for atoms 1 through 4: atom 1 (C): -0.623, atom 2 (C): -0.184, atom 3 (C): -0.185, atom 4 (C): -0.619

[9]
# C6H9N

An isolated molecule of C6H9N (ωB97M-V/def2-TZVPD, the Open Molecules 2025 dataset).

CARTESIAN COORDINATES (ANGSTROEM)
C (-1.435, 1.415, 0.269)
C (-0.166, 0.761, 0.185)
C (0.069, -0.654, 0.027)
C (-0.991, -1.692, 0.206)
C (1.472, -0.813, -0.239)
C (2.045, 0.418, -0.270)
N (1.065, 1.365, 0.005)
H (-2.254, 0.909, 0.764)
H (-0.682, 0.379, -0.855)
H (-1.497, 2.480, 0.083)
H (-0.656, -2.664, -0.166)
H (-1.910, -1.425, -0.337)
H (-1.276, -1.807, 1.258)
H (1.978, -1.758, -0.386)
H (3.062, 0.721, -0.481)
H (1.177, 2.363, -0.062)

## Properties
2S+1: 1
HOMO-LUMO gap in eV: 7.1
Energy relative to the best compared isomer or geometry (same formula, charge and spin) in kJ/mol: 395.3

Results of the natural (NBO) charge analysis, in e, for atoms 1 through 4: atom 1 (C): -0.759, atom 2 (C): -0.006, atom 3 (C): -0.155, atom 4 (C): -0.627

[10]
# C6H9N

An isolated molecule of C6H9N (ωB97M-V/def2-TZVPD, the Open Molecules 2025 dataset).

CARTESIAN COORDINATES (ANGSTROEM)
C (1.624, -0.609, 0.137)
C (0.198, -0.096, -0.018)
C (-0.885, -1.051, 0.674)
C (-0.482, -0.043, -1.338)
C (-1.161, 1.122, -1.604)
C (-0.744, 1.901, -0.483)
N (0.034, 1.274, 0.404)
H (1.940, -0.597, 1.188)
H (1.656, -1.643, -0.217)
H (2.345, -0.026, -0.446)
H (-1.790, -0.506, 0.933)
H (-0.427, -1.434, 1.571)
H (-1.230, -1.935, 0.124)
H (-0.475, -0.959, -1.930)
H (-0.990, 2.942, -0.264)
H (0.388, 1.658, 1.267)

## Properties
2S+1: 1
HOMO-LUMO gap in eV: 7.5
Structure (SMILES): CC1(C)C=C=CN1
Energy relative to the best compared isomer or geometry (same formula, charge and spin) in kJ/mol: 344.4

Results of the natural (NBO) charge analysis, in e, for atoms 1 through 4: atom 1 (C): -0.604, atom 2 (C): 0.016, atom 3 (C): -0.583, atom 4 (C): -0.141

Number 1: maximum force 9.19 eV Å⁻¹, energy -484.17017 a.u.. Number 2: maximum force 4.81 eV Å⁻¹, energy -531.52575 a.u.. Number 3: maximum force 4.27 eV Å⁻¹, energy -531.57728 a.u.. Number 4: maximum force 6.12 eV Å⁻¹, energy -682.05693 a.u.. Number 5: maximum force 4.06 eV Å⁻¹, energy -790.36302 a.u.. Number 6: maximum force 5.47 eV Å⁻¹, energy -608.33490 a.u.. Number 7: maximum force 0.54 eV Å⁻¹, energy -288.63892 a.u.. Number 8: maximum force 1.06 eV Å⁻¹, energy -288.74367 a.u.. Number 9: maximum force 0.22 eV Å⁻¹, energy -288.63148 a.u.. Number 10: maximum force 1.13 eV Å⁻¹, energy -288.65085 a.u..